1.
The molecule C2H2N2O3 in a non-equilibrium geometry, computed with the ωB97M-V functional and the def2-TZVPD basis.

The geometry in XYZ format:
```
9
Properties=species:S:1:pos:R:3:forces:R:3
O -2.47812 -0.03027 -0.38944 -0.44 -1.23 -1.38
C -1.77198 0.62775 0.29190 0.02 -0.56 0.80
N -0.35825 0.49779 0.40073 -0.35 2.67 0.21
N 0.33778 -0.45414 0.05733 -0.22 -2.56 -0.15
O 0.03148 -1.67190 -0.03473 0.77 1.88 -0.16
C 1.84934 -0.13021 -0.29010 1.44 -1.35 -0.80
O 2.39570 0.90814 -0.11452 -1.37 -1.77 -0.17
H -2.27320 1.42716 0.83982 1.05 0.52 0.53
H 2.26723 -1.17432 -0.76099 -0.90 2.39 1.12
```
Positions in Å, forces in eV/Å.

Results
Relative energy (zero: lowest compared OMol25 entry of this formula, charge and spin) = 393.9 kJ/mol
Maximum force = 2.79 eV Å⁻¹
SMILES = O=C/N=[N+](\[O-])C=O

natural (NBO) population analysis, charges in e, atoms 1 to 5: -0.487 0.494 -0.324 0.282 -0.386


2.
A cluster of 2 separate species, C2H2N2O3 in total in a non-equilibrium geometry, computed with the ωB97M-V functional and the def2-TZVPD basis.

The geometry in XYZ format:
```
9
Properties=species:S:1:pos:R:3:forces:R:3
C 0.23884 2.45307 -1.33018 -4.10 0.80 0.41
C -0.34938 0.08935 0.85494 2.89 -0.32 0.79
N 1.34070 2.25517 -1.45272 4.09 -0.78 -0.44
N -0.58840 -1.03644 0.11518 0.05 -0.38 -0.19
O -1.67125 -1.14039 -0.38411 -2.66 -0.93 -1.70
O 0.32557 -2.04646 -0.11147 1.43 2.04 1.16
O 0.68853 0.14329 1.50445 -1.02 0.70 -0.37
H -1.12957 0.81423 0.61320 0.01 0.22 0.67
H 1.14495 -1.53182 0.19072 -0.69 -1.34 -0.32
```
Positions in Å, forces in eV/Å.

Results
Relative energy (zero: lowest compared OMol25 entry of this formula, charge and spin) = 359.9 kJ/mol
Maximum force = 4.19 eV Å⁻¹
Multiplicity = 3

natural (NBO) population analysis, charges in e, atoms 1 to 5: 0.418 0.410 -0.418 0.271 -0.317


3.
The molecule C2H2N2O3S in a non-equilibrium geometry, computed with the ωB97M-V functional and the def2-TZVPD basis.

The geometry in XYZ format:
```
10
Properties=species:S:1:pos:R:3:forces:R:3
H -1.40356 2.07384 -0.33244 -3.12 0.04 0.29
N -0.45419 1.99790 -0.28589 3.00 0.29 -0.24
C 0.06917 0.94885 0.08339 -2.70 -0.73 0.97
O 1.37354 0.73818 0.01668 0.84 3.89 0.65
C 1.64434 -0.51151 -0.04052 5.89 -3.14 -3.14
O 2.73042 -0.95976 -0.45103 -3.03 1.17 1.85
O 0.58728 -1.20350 0.11176 -2.70 -2.72 1.82
N -0.55153 -0.34390 0.67019 1.88 1.04 -3.19
S -1.88868 -0.86105 -0.37848 0.17 -1.07 2.62
H -2.10680 -1.87906 0.60634 -0.24 1.24 -1.62
```
Positions in Å, forces in eV/Å.

Results
Relative energy (zero: lowest compared OMol25 entry of this formula, charge and spin) = 328.7 kJ/mol
Maximum force = 7.38 eV Å⁻¹
SMILES = [H]/N=c1/oc(=O)on1S

natural (NBO) population analysis, charges in e, atoms 1 to 5: 0.373 -0.631 0.642 -0.445 0.947


4.
The molecule C2H2N2O4 in a non-equilibrium geometry, computed with the ωB97M-V functional and the def2-TZVPD basis.

The geometry in XYZ format:
```
10
Properties=species:S:1:pos:R:3:forces:R:3
O 2.72291 0.15853 -0.01366 0.97 -1.00 0.29
C 1.59067 -0.14829 -0.00181 -3.18 1.81 -0.57
O 0.97476 -1.36717 -0.06348 3.07 -1.06 0.43
N -0.39507 -1.35144 -0.09933 -1.32 0.61 0.61
N -0.69402 0.02325 -0.54321 0.34 1.83 0.49
O -1.76033 0.33968 0.21622 -6.41 2.89 -0.03
C 0.38613 0.94439 -0.12533 2.47 -6.24 -0.44
O 0.61987 2.07149 -0.00088 -1.38 2.49 -0.05
H -0.80326 -1.56675 0.90086 1.15 1.32 -1.95
H -2.64167 0.89631 -0.26937 4.29 -2.64 1.22
```
Positions in Å, forces in eV/Å.

Results
Relative energy (zero: lowest compared OMol25 entry of this formula, charge and spin) = 452.4 kJ/mol
Maximum force = 7.03 eV Å⁻¹
SMILES = O=c1o[nH]n(O)c1=O

natural (NBO) population analysis, charges in e, atoms 1 to 5: -0.491 0.657 -0.359 -0.147 -0.050


5.
A cluster of 2 separate species, C2H2N2OS in total in a non-equilibrium geometry, computed with the ωB97M-V functional and the def2-TZVPD basis.

The geometry in XYZ format:
```
8
Properties=species:S:1:pos:R:3:forces:R:3
N -2.03109 0.61452 0.23638 -0.64 0.16 0.01
C -1.54385 -0.29072 -0.35757 -0.88 0.53 0.64
O -1.27485 -1.22806 -0.98069 0.74 -0.83 -0.68
H -1.94524 1.34762 0.89770 0.45 0.03 0.06
N 1.82334 -0.86622 0.27507 -2.05 2.61 -0.50
C 1.46439 0.23429 -0.02481 0.78 -0.33 -0.02
S 0.97934 1.70939 -0.43701 0.44 -1.20 0.35
H 2.52794 -1.52082 0.39094 1.16 -0.97 0.14
```
Positions in Å, forces in eV/Å.

Results
Relative energy (zero: lowest compared OMol25 entry of this formula, charge and spin) = 27.7 kJ/mol
Maximum force = 3.35 eV Å⁻¹
SMILES = N=C=O.N=C=S

natural (NBO) population analysis, charges in e, atoms 1 to 5: -0.777 0.861 -0.527 0.441 -0.653


6.
A structure of composition C2H2N2OS in a non-equilibrium geometry, computed with the ωB97M-V functional and the def2-TZVPD basis.

The geometry in XYZ format:
```
8
Properties=species:S:1:pos:R:3:forces:R:3
C -0.51964 -1.17649 -0.04580 0.93 -1.98 0.74
C 0.42160 1.27335 0.05760 2.18 3.16 1.99
H -1.05102 -2.14336 0.21407 -0.34 1.69 -0.36
H 0.78523 2.19313 0.70795 -0.56 -1.73 -1.74
N 0.73877 -1.26585 0.23334 -1.47 0.13 -0.77
N -0.81170 1.22506 -0.03209 -1.50 -2.13 -0.41
O -1.09108 -0.15688 -0.69073 -0.85 0.36 0.33
S 1.52784 0.05105 -0.44434 1.60 0.50 0.22
```
Positions in Å, forces in eV/Å.

Results
Relative energy (zero: lowest compared OMol25 entry of this formula, charge and spin) = 299.9 kJ/mol
Maximum force = 4.33 eV Å⁻¹

natural (NBO) population analysis, charges in e, atoms 1 to 5: 0.374 -0.170 0.195 0.251 -0.607


7.
A structure of composition C2H2N2OS in a non-equilibrium geometry, computed with the ωB97M-V functional and the def2-TZVPD basis.

The geometry in XYZ format:
```
8
Properties=species:S:1:pos:R:3:forces:R:3
C 0.49972 -0.20544 0.21643 4.04 -2.18 -1.52
C -1.47475 0.30713 0.00954 0.53 0.29 -2.38
H 2.74476 0.95244 -0.02069 -0.39 0.09 0.18
H -2.51141 0.88127 -0.17606 2.63 -1.78 0.59
N -0.25716 0.88946 0.03727 -2.86 -1.05 1.23
N -0.00752 -1.43257 0.14955 -1.53 3.05 -0.61
O -1.38196 -1.05351 -0.15151 -0.47 1.36 1.89
S 2.38832 -0.33879 -0.06453 -1.95 0.22 0.61
```
Positions in Å, forces in eV/Å.

Results
Relative energy (zero: lowest compared OMol25 entry of this formula, charge and spin) = 223.7 kJ/mol
Maximum force = 4.83 eV Å⁻¹

natural (NBO) population analysis, charges in e, atoms 1 to 5: 0.236 0.361 0.143 0.237 -0.504


8.
The molecule C2H2N2OS in a non-equilibrium geometry, computed with the ωB97M-V functional and the def2-TZVPD basis.

The geometry in XYZ format:
```
8
Properties=species:S:1:pos:R:3:forces:R:3
S 1.68385 1.86414 0.75115 -0.64 -0.79 -0.24
C 0.61313 0.68286 0.33486 0.52 0.25 -0.35
C 0.25644 0.09546 -0.96176 -0.19 -0.03 0.08
N -0.72235 -0.76029 -0.83323 1.03 0.95 0.29
N -1.09549 -0.68807 0.45000 -0.93 -1.64 0.57
O -0.17707 0.01868 1.20663 0.32 0.70 0.21
H 0.73775 0.36690 -1.90005 -0.34 -0.28 0.29
H -1.29626 -1.57967 0.95241 0.24 0.84 -0.85
```
Positions in Å, forces in eV/Å.

Results
Relative energy (zero: lowest compared OMol25 entry of this formula, charge and spin) = 228.4 kJ/mol
Maximum force = 1.97 eV Å⁻¹
SMILES = S=c1cn[nH]o1

natural (NBO) population analysis, charges in e, atoms 1 to 5: -0.086 0.115 -0.085 -0.159 -0.120